(1)
Computed, not measured: a molecular structure, C35H21F15FeGeN4S2, with the ωB97M-V functional and the def2-TZVPD basis.

Charge: +1
Spin multiplicity: 2
LUMO level (alpha / beta): -0.12387 / -0.17164 hartree
Calculated total energy: -7200.0869 Eh
F_max: 0.55 eV/A
HOMO-LUMO gap (alpha / beta): 7.638 / 6.787 eV
ΔE to the lowest compared entry with this formula, charge and spin: 5.3 kcal/mol

Each line ends with the Mulliken spin population.
Atoms and positions in Å:
Fe  0.86318  -0.68017  0.30983  0.00
C  4.81995  4.14357  -0.09058  0.00
C  4.74215  2.80403  -0.80677  0.00
N  4.38537  1.71246  0.09266  0.00
C  3.12956  1.30437  0.29271  -0.04
S  2.90940  -0.02087  1.47236  0.51
N  2.13322  1.84521  -0.34667  0.02
N  0.94984  1.25682  0.05168  0.01
C  0.00010  1.99124  0.49371  0.00
C  -0.01486  3.48250  0.47005  0.00
C  -1.02693  1.21633  1.20635  -0.02
C  -2.16172  1.77822  1.76129  0.00
C  -2.99159  0.98286  2.53783  0.00
C  -2.65140  -0.34283  2.73864  0.00
C  -1.50210  -0.83621  2.14076  0.01
N  -0.70347  -0.07942  1.39155  -0.01
H  5.07452  4.93366  -0.79674  0.00
H  5.58042  4.12816  0.69035  0.00
H  3.86151  4.38911  0.36795  0.00
H  5.69687  2.55041  -1.26702  0.00
H  3.99263  2.83204  -1.59534  0.00
H  5.10256  1.26388  0.63758  0.00
H  0.87747  3.85808  -0.01961  0.00
H  -0.06660  3.88069  1.48463  0.00
H  -0.89524  3.83896  -0.06916  0.00
H  -2.38661  2.82194  1.59519  0.00
H  -3.88492  1.39809  2.98452  0.00
H  -3.25868  -0.99591  3.34843  0.00
H  -1.21199  -1.86641  2.26476  0.00
C  -3.05894  1.36824  -1.69127  0.00
C  -2.33428  0.06353  -1.49180  0.00
C  -2.95879  -1.02146  -0.88676  -0.01
C  -2.30887  -2.23897  -0.75779  0.00
C  -1.02817  -2.40161  -1.26655  0.01
C  -0.38302  -1.33420  -1.90092  0.00
C  -1.03862  -0.10173  -1.97277  0.01
H  -3.56817  1.38033  -2.65667  0.00
H  -2.36541  2.21045  -1.68203  0.00
H  -3.81243  1.52650  -0.92075  0.00
H  -3.97468  -0.91541  -0.52360  0.00
H  -2.81629  -3.07638  -0.29477  0.00
H  -0.55263  -3.37651  -1.26086  0.00
H  0.53214  -1.48889  -2.45259  -0.01
H  -0.55527  0.72225  -2.48602  0.00
F  6.19231  -4.17141  -1.82339  0.00
C  5.19652  -4.29457  -2.70625  0.01
C  3.89214  -4.01760  -2.33827  0.00
C  2.91997  -4.14088  -3.31634  0.01
F  1.64023  -3.85312  -3.00438  0.01
C  3.20214  -4.55053  -4.60179  -0.01
F  2.24255  -4.66595  -5.51275  0.00
C  4.51748  -4.83912  -4.93386  0.00
F  4.81489  -5.23155  -6.16128  0.00
C  5.52006  -4.70918  -3.98756  0.00
F  6.77718  -4.97671  -4.31590  0.00
Ge  3.34896  -3.40123  -0.57900  -0.05
S  2.77770  -1.29691  -0.90525  0.54
C  4.78240  -3.53292  0.74038  0.01
C  5.70897  -2.52388  0.94933  -0.02
F  5.68421  -1.41607  0.19877  0.00
C  6.70169  -2.61654  1.90646  0.00
F  7.56351  -1.62006  2.08383  0.00
C  6.80444  -3.76419  2.67356  0.00
F  7.75301  -3.86572  3.58935  0.00
C  5.91672  -4.80847  2.47409  0.00
F  6.01822  -5.91663  3.19803  0.00
C  4.93090  -4.67680  1.51375  0.01
F  4.10680  -5.72137  1.33932  0.00
C  1.82406  -4.49239  0.01735  0.00
C  0.80908  -4.00654  0.80884  0.00
F  0.80915  -2.68769  1.19364  0.00
C  -0.24854  -4.77098  1.25464  0.00
F  -1.20423  -4.25019  2.02853  0.00
C  -0.32145  -6.10036  0.88103  0.00
F  -1.32944  -6.84824  1.29544  0.00
C  0.66905  -6.63589  0.07547  0.00
F  0.61273  -7.90873  -0.28049  0.00
C  1.71817  -5.83141  -0.33511  -0.01
F  2.66251  -6.40731  -1.07732  0.00

(2)
Computed, not measured: 2 unconnected molecules or ions with the total composition C5H6N4O4S, with the ωB97M-V functional and the def2-TZVPD basis.

Charge: 0
LUMO level: -0.00224 hartree
Calculated total energy: -1112.2519 Eh
F_max: 6.45 eV/A
HOMO-LUMO gap: 8.968 eV
ΔE to the lowest compared entry with this formula, charge and spin: 32.3 kcal/mol

Each line ends with the natural charge from an NBO analysis.
Atoms and positions in Å:
C  1.74640  0.99898  0.39676  0.50
C  1.53653  -1.34058  0.88133  0.80
C  -2.55385  1.29452  -0.26138  0.76
C  -1.51797  -0.76410  -0.09446  -0.36
C  -0.73415  0.08550  -1.07142  0.10
N  1.62693  -0.00753  1.29537  -0.67
N  -2.61225  0.09682  0.28254  -0.62
N  -1.33625  1.22969  -1.15360  -0.59
N  1.79494  -1.33557  -0.50610  -0.86
O  1.83320  2.16502  0.57328  -0.51
O  1.30885  -2.34282  1.51676  -0.57
O  -3.19573  2.28453  -0.06035  -0.57
O  3.61870  0.39236  -1.29904  -0.93
S  2.19891  0.15711  -1.22102  1.37
H  -1.73727  -1.75265  -0.63927  0.24
H  -0.93953  -0.96639  0.79838  0.23
H  1.52104  0.17094  2.28129  0.43
H  -2.96047  -0.11407  1.17503  0.42
H  -1.26782  1.86015  -1.83389  0.41
H  1.66981  -2.11193  -1.06022  0.42

(3)
Computed, not measured: a single C4H5ClF2S molecule, with the ωB97M-V functional and the def2-TZVPD basis.

Charge: 0
LUMO level: -0.03246 hartree
Calculated total energy: -1213.4844 Eh
F_max: 2.85 eV/A
HOMO-LUMO gap: 8.369 eV
Structure (SMILES): C[C@H](F)C(=S)[C@@H](F)Cl
ΔE to the lowest compared entry with this formula, charge and spin: 10.9 kcal/mol

Each line ends with the natural charge from an NBO analysis.
Atoms and positions in Å:
C  1.62905  -1.62269  0.92335  -0.64
C  1.24777  -0.74347  -0.24527  0.12
F  2.37930  -0.18611  -0.76295  -0.34
C  0.24237  0.33641  0.02141  -0.18
S  0.57764  1.91130  -0.11198  0.18
C  -0.98244  -0.30238  0.60384  0.18
F  -1.69672  0.55610  1.31928  -0.31
Cl  -1.98230  -0.70007  -0.87234  -0.07
H  2.50648  -2.17246  0.71449  0.24
H  1.98110  -0.92787  1.69489  0.22
H  0.84022  -2.26915  1.27541  0.21
H  0.91581  -1.45278  -1.00636  0.19
H  -0.75048  -1.19451  1.11600  0.19

(4)
Computed, not measured: 2 unconnected molecules or ions with the total composition H6N2, with the ωB97M-V functional and the def2-TZVPD basis.

Charge: 0
LUMO level: 0.04833 hartree
Calculated total energy: -113.0999 Eh
F_max: 0.51 eV/A
HOMO-LUMO gap: 11.450 eV
Structure (SMILES): N.N
ΔE to the lowest compared entry with this formula, charge and spin: 2.7 kcal/mol

Each line ends with the natural charge from an NBO analysis.
Atoms and positions in Å:
N  -0.54024  5.11355  0.77394  -1.07
H  -1.30285  5.48996  1.34609  0.36
H  -0.36098  5.79575  0.03025  0.36
H  0.29532  5.09313  1.36728  0.36
N  0.72276  -5.35122  -1.02662  -1.07
H  0.76650  -6.08911  -0.31653  0.36
H  -0.07104  -5.57134  -1.63657  0.36
H  0.49054  -4.48071  -0.53783  0.36

(5)
Computed, not measured: a single C18H23N5O6S2 molecule, with the ωB97M-V functional and the def2-TZVPD basis.

Charge: 0
LUMO level: 0.00975 hartree
Calculated total energy: -2221.2923 Eh
F_max: 1.04 eV/A
HOMO-LUMO gap: 8.958 eV
Structure (SMILES): COc1ccc(S(=O)(=O)N2CCOCC2)cc1NC(=O)CSc1n[nH]c(=O)n1C1CC1
ΔE to the lowest compared entry with this formula, charge and spin: 21.0 kcal/mol

Each line ends with the natural charge from an NBO analysis.
Atoms and positions in Å:
C  -1.04286  -4.74421  1.55588  -0.25
O  -0.59346  -3.80143  0.60840  -0.51
C  -1.42969  -2.79029  0.24362  0.29
C  -2.72749  -2.62353  0.70251  -0.29
C  -3.48163  -1.54148  0.27095  -0.19
C  -2.94585  -0.64850  -0.63093  -0.35
S  -3.91081  0.79328  -1.09847  2.34
O  -3.62434  1.14016  -2.45619  -0.94
O  -5.26525  0.53465  -0.70674  -0.94
N  -3.38215  2.05072  -0.15204  -0.68
C  -3.52951  1.92107  1.27640  -0.26
C  -2.22223  1.44528  1.91941  -0.09
O  -1.14559  2.28991  1.56864  -0.55
C  -0.96350  2.36684  0.16197  -0.11
C  -2.23448  2.83170  -0.55017  -0.26
C  -1.66614  -0.81085  -1.13213  -0.24
C  -0.89118  -1.86688  -0.68186  0.18
N  0.42757  -2.08640  -1.08111  -0.62
C  1.27242  -1.20746  -1.67428  0.68
O  0.97766  -0.10261  -2.07100  -0.60
C  2.69571  -1.73528  -1.74440  -0.61
S  3.35112  -1.78172  -0.02757  0.27
C  2.70660  -0.24280  0.50610  0.17
N  1.75771  -0.13445  1.37665  -0.26
N  1.55426  1.19885  1.52324  -0.44
C  2.35140  1.93736  0.68887  0.74
O  2.38934  3.13198  0.54399  -0.64
N  3.13665  0.97416  0.05201  -0.44
C  4.09183  1.25908  -0.96351  -0.07
C  5.22677  2.17929  -0.62732  -0.40
C  5.48330  0.71743  -0.82057  -0.42
H  -1.29286  -4.26508  2.50626  0.18
H  -0.20816  -5.42700  1.70482  0.21
H  -1.90729  -5.30215  1.18480  0.18
H  -3.15922  -3.32209  1.40032  0.23
H  -4.49078  -1.39093  0.61773  0.25
H  -4.34332  1.22124  1.46172  0.23
H  -3.79603  2.90240  1.68517  0.21
H  -2.29244  1.48672  3.00830  0.20
H  -2.00121  0.41304  1.60696  0.17
H  -0.15384  3.08214  0.00752  0.23
H  -0.65897  1.38302  -0.22066  0.18
H  -2.13291  2.73306  -1.62994  0.25
H  -2.43545  3.87896  -0.29781  0.20
H  -1.28723  -0.12279  -1.86926  0.27
H  0.82487  -2.93051  -0.68543  0.43
H  3.31703  -1.08150  -2.35414  0.25
H  2.74617  -2.75756  -2.11373  0.24
H  0.75413  1.55237  2.03306  0.44
H  3.64553  1.33129  -1.95067  0.22
H  5.54807  2.87401  -1.38625  0.22
H  5.26206  2.57843  0.37377  0.23
H  5.99181  0.38900  -1.71397  0.22
H  5.70387  0.12004  0.05108  0.23

(6)
Computed, not measured: a single C2H9N3O molecule, with the ωB97M-V functional and the def2-TZVPD basis.

Charge: 0
LUMO level: 0.03673 hartree
Calculated total energy: -320.9848 Eh
F_max: 5.25 eV/A
HOMO-LUMO gap: 9.630 eV
Structure (SMILES): C[C@@H](O)NNN
ΔE to the lowest compared entry with this formula, charge and spin: 92.2 kcal/mol

Each line ends with the natural charge from an NBO analysis.
Atoms and positions in Å:
C  1.07470  -0.74391  -1.50668  -0.66
C  -0.03406  -0.26233  -0.60511  0.19
O  -0.50688  -1.33569  0.14564  -0.72
N  0.46297  0.85405  0.09967  -0.48
N  -0.73588  1.64995  0.83650  -0.32
N  -1.21087  1.00117  1.91269  -0.67
H  1.33310  -1.87850  -1.64314  0.23
H  0.93344  -0.46807  -2.58237  0.22
H  1.97477  -0.19557  -1.17630  0.22
H  -0.82125  0.23891  -1.17801  0.17
H  0.24524  -1.49109  0.85663  0.46
H  1.03563  0.57949  0.83650  0.34
H  -1.32093  1.82145  0.03894  0.31
H  -1.86751  1.64980  2.44821  0.36
H  -1.64278  0.14228  1.67845  0.34